No. 1
{"formula": "C3H2FLiO2", "method": "ωB97M-V with the def2-TZVPD basis set", "elements": ["F", "O", "O", "C", "C", "C", "H", "H", "Li"], "positions_angstrom": [[0.85620, 2.29219, 0.09617], [-1.09897, -1.44224, -0.04170], [-1.08827, 1.36094, 0.48167], [0.14056, -1.24654, -0.15607], [0.78498, 0.00189, -0.12414], [0.05744, 1.18657, 0.07822], [0.75418, -2.09204, -0.52092], [1.82064, 0.06995, -0.44906], [-2.22677, -0.13072, 0.63583]], "nbo_charge": [-0.35, -0.81, -0.77, 0.36, -0.60, 0.84, 0.13, 0.23, 0.96], "e_lumo_ev": -0.294, "relative_energy_kj_mol": 0.00, "multiplicity": 1, "homo_energy_ev": -8.68}

---

No. 2
{"formula": "C3H2FLiO3Ru", "method": "ωB97M-V with the def2-TZVPD basis set", "elements": ["O", "C", "C", "O", "O", "C", "Li", "F", "H", "H", "Ru"], "positions_angstrom": [[1.07813, -1.86474, -0.37968], [1.87050, -1.29048, -1.02042], [-1.07527, 0.80627, -0.13326], [-0.08665, 1.03380, -0.87307], [2.81228, -0.79114, -1.46506], [-1.15090, 0.36376, 1.16123], [-0.60392, -1.72668, 0.66176], [-2.27690, 0.94931, -0.77442], [-2.12982, 0.25340, 1.62842], [-0.26611, 0.48726, 1.78861], [1.82865, 1.77923, -0.59411]], "mulliken_spin": [0.00, 0.00, -0.08, -0.02, 0.01, 0.09, -0.01, 0.00, 0.00, -0.01, 4.99], "e_lumo_ev": [-4.065, -5.859], "relative_energy_kj_mol": 0.00, "charge": 1, "multiplicity": 6, "homo_energy_ev": [-11.53, -13.61]}

---

No. 3
{"formula": "C3H2FN", "method": "ωB97M-V with the def2-TZVPD basis set", "elements": ["C", "C", "F", "C", "N", "H", "H"], "positions_angstrom": [[0.81511, 0.67617, -0.00303], [0.10255, -0.44168, 0.00188], [0.67960, -1.65321, -0.00245], [-1.32685, -0.45511, -0.01819], [-2.48940, -0.40803, 0.00866], [0.35599, 1.67717, -0.02058], [1.86300, 0.60469, 0.03372]], "nbo_charge": [-0.39, 0.29, -0.30, 0.20, -0.25, 0.23, 0.22], "e_lumo_ev": 0.232, "smiles": "C=C(F)C#N", "relative_energy_kj_mol": 19.28, "multiplicity": 1, "homo_energy_ev": -10.71}

---

No. 4
{"formula": "C3H2FN3O", "method": "ωB97M-V with the def2-TZVPD basis set", "elements": ["H", "N", "C", "N", "N", "C", "F", "C", "O", "H"], "positions_angstrom": [[-2.81427, -0.99481, 0.03916], [-2.42626, -0.04459, 0.12499], [-1.18247, -0.12094, -0.01277], [-0.41447, -1.35978, -0.07553], [0.83761, -1.32440, -0.02270], [1.50132, -0.10651, -0.00590], [2.80273, -0.20812, 0.08705], [0.87487, 1.04640, -0.02949], [-0.47404, 1.05774, -0.05146], [1.29498, 2.05500, -0.05333]], "nbo_charge": [0.36, -0.63, 0.58, -0.18, -0.11, 0.36, -0.29, 0.12, -0.44, 0.22], "e_lumo_ev": -1.041, "smiles": "[H]/N=c1\\nnc(F)co1", "relative_energy_kj_mol": 251.59, "multiplicity": 1, "homo_energy_ev": -9.69}

---

No. 5
{"formula": "C3H2FNOS", "method": "ωB97M-V with the def2-TZVPD basis set", "elements": ["C", "C", "C", "N", "O", "F", "S", "H", "H"], "positions_angstrom": [[-1.03781, 0.58923, 0.06942], [-0.56465, -0.43940, 0.79673], [0.75552, 0.99064, -1.64116], [-0.12594, 1.02238, -0.84995], [0.86127, -1.54604, -0.92506], [2.03541, 0.43105, 0.50289], [1.17356, -1.11123, 0.45346], [-1.97080, 0.95586, -0.02033], [-1.12655, -0.89248, 1.61400]], "nbo_charge": [0.01, -0.41, 0.39, -0.59, -0.84, -0.53, 1.51, 0.22, 0.23], "e_lumo_ev": -0.570, "relative_energy_kj_mol": 308.37, "multiplicity": 1, "homo_energy_ev": -10.51}

---

No. 6
{"formula": "C3H2FO2Pm", "method": "ωB97M-V with the def2-TZVPD basis set", "elements": ["F", "O", "O", "C", "C", "C", "H", "H", "Pm"], "positions_angstrom": [[-1.41478, -0.83095, 0.85474], [0.64905, 0.35689, -1.25793], [0.70260, -1.91602, -1.47376], [0.19222, 0.86465, 0.09719], [0.08288, -0.54021, 0.56829], [0.54710, -0.91261, -0.83434], [0.94435, 1.51292, 0.56751], [0.66528, -0.92535, 1.41243], [-2.36871, 2.39068, 0.06587]], "mulliken_spin": [0.00, 0.00, 0.00, 0.05, -0.02, 0.00, 0.00, 0.00, 3.96], "e_lumo_ev": [-0.439, -0.904], "relative_energy_kj_mol": 32.27, "multiplicity": 5, "homo_energy_ev": [-6.44, -6.99]}

---

No. 7
{"formula": "C3H2FO2Pt", "method": "ωB97M-V with the def2-TZVPD basis set", "elements": ["O", "C", "O", "C", "C", "H", "H", "F", "Pt"], "positions_angstrom": [[-0.81239, 1.74021, 0.00416], [0.22637, 1.11442, 0.23494], [1.42773, 1.49762, -0.00517], [-1.22335, -0.83209, 0.03132], [0.00498, -0.36549, 0.30760], [-1.72880, -0.49387, -0.87244], [-1.58271, -1.75150, 0.49294], [1.15478, -1.06802, -0.10925], [2.53340, 0.15871, -0.08411]], "mulliken_spin": [-0.08, 0.05, 0.22, 0.43, 0.34, 0.04, 0.05, 0.05, 0.90], "e_lumo_ev": [-8.096, -9.082], "relative_energy_kj_mol": 297.52, "charge": 1, "multiplicity": 3, "homo_energy_ev": [-13.62, -14.27]}

---

No. 8
{"formula": "C3H2FO3Rb", "method": "ωB97M-V with the def2-TZVPD basis set", "elements": ["O", "C", "C", "H", "H", "F", "Rb", "O", "O", "C"], "positions_angstrom": [[-0.83672, -1.15562, -1.47509], [-1.06084, -1.18543, -0.21208], [-0.97446, -0.05815, 0.58496], [-1.13654, -2.15123, 0.31862], [-1.25903, 0.01489, 1.63156], [-1.25438, 1.11277, -0.13921], [0.03218, 1.20397, -2.96110], [2.33962, 0.36891, 1.81710], [2.17676, 1.11927, -0.33317], [1.97341, 0.73063, 0.76840]], "nbo_charge": [-0.84, 0.20, -0.14, 0.12, 0.16, -0.43, 0.99, -0.50, -0.59, 1.03], "e_lumo_ev": -0.780, "relative_energy_kj_mol": 84.29, "multiplicity": 1, "homo_energy_ev": -6.54}

---

No. 9
{"formula": "C3H2FP", "method": "ωB97M-V with the def2-TZVPD basis set", "elements": ["H", "P", "C", "C", "C", "F", "H"], "positions_angstrom": [[2.83056, 0.36486, 0.21001], [1.73921, 1.25701, 0.03709], [0.63442, -0.02099, -0.09776], [-0.77377, 0.03782, 0.04069], [-1.97922, -0.18045, -0.05113], [-3.24060, -0.37461, 0.02992], [0.78939, -1.08363, -0.16881]], "nbo_charge": [-0.05, 0.43, -0.61, -0.21, 0.45, -0.25, 0.24], "e_lumo_ev": -0.508, "smiles": "[H]/P=C/C#CF", "relative_energy_kj_mol": 33.73, "multiplicity": 1, "homo_energy_ev": -8.95}

---

No. 10
{"formula": "C3H2FeO3", "method": "ωB97M-V with the def2-TZVPD basis set", "elements": ["H", "C", "C", "O", "C", "O", "O", "Fe", "H"], "positions_angstrom": [[0.14761, 1.37608, 1.70967], [0.86652, -0.29577, 1.26945], [0.69210, 1.04916, 0.72800], [-0.20736, 0.90954, -0.39071], [-0.40046, -0.34475, -0.57422], [0.18641, -1.07532, 0.42707], [-1.10529, -0.84447, -1.42643], [-1.80300, -2.32553, -2.17842], [1.62345, 1.55104, 0.43559]], "mulliken_spin": [0.00, 0.86, 0.12, 0.03, 0.08, -0.03, 0.07, 3.89, -0.01], "e_lumo_ev": [-16.259, -17.984], "relative_energy_kj_mol": 193.38, "charge": 3, "multiplicity": 6, "homo_energy_ev": [-27.73, -27.28]}

---

No. 11
{"formula": "C3H2GaLiO3", "method": "ωB97M-V with the def2-TZVPD basis set", "elements": ["C", "O", "H", "Li", "C", "O", "C", "O", "Ga", "H"], "positions_angstrom": [[0.70657, -1.08833, 0.77792], [0.27359, -2.31408, 0.79937], [-1.05701, 0.16553, 0.61806], [0.49299, -3.97017, 0.43950], [-0.00429, 0.00159, 0.39241], [0.64100, 0.94932, -0.41787], [-0.04563, 1.87321, -1.11586], [-1.29735, 1.86140, -0.99764], [-1.05459, 3.24429, -2.13799], [1.34473, -0.72277, 1.64208]], "nbo_charge": [0.14, -0.98, 0.19, 0.97, -0.11, -0.49, 0.31, -0.81, 0.65, 0.14], "e_lumo_ev": [-1.153, -1.153], "multiplicity": 1, "homo_energy_ev": [-6.47, -6.47]}

---

No. 12
{"formula": "C3H2GdO3", "method": "ωB97M-V with the def2-TZVPD basis set", "elements": ["O", "C", "O", "C", "C", "O", "H", "Gd", "H"], "positions_angstrom": [[-4.58738, -1.63137, 0.75527], [-3.50925, -1.41382, 0.55520], [0.03071, 1.08423, 0.74375], [1.10319, 1.37818, 0.19397], [1.83432, 0.36589, -0.58833], [1.20209, -0.78488, -0.70647], [2.37622, 0.78453, -1.45226], [-0.88766, -0.87523, -0.02613], [2.43776, 1.09246, 0.52501]], "mulliken_spin": [0.00, -0.03, 0.20, 0.72, 0.15, 0.22, 0.00, 6.68, 0.07], "e_lumo_ev": [-10.399, -12.976], "relative_energy_kj_mol": 90.27, "charge": 2, "multiplicity": 9, "homo_energy_ev": [-18.89, -18.82]}

---

No. 13
{"formula": "C3H2I2", "method": "ωB97M-V with the def2-TZVPD basis set", "elements": ["C", "C", "C", "I", "I", "H", "H"], "positions_angstrom": [[-0.00094, 0.13896, -0.18550], [0.50030, 0.94864, -1.56661], [-0.38983, -0.02091, 1.10860], [2.16428, 0.12487, -2.38224], [-1.78124, -1.35426, 1.92915], [-0.48065, -0.47692, -0.90364], [-0.01191, 0.63962, 2.00024]], "nbo_charge": [-0.35, -0.13, -0.40, 0.26, 0.17, 0.22, 0.24], "e_lumo_ev": -1.235, "relative_energy_kj_mol": 315.67, "multiplicity": 1, "homo_energy_ev": -8.80}

---

No. 14
{"formula": "C3H2I2", "method": "ωB97M-V with the def2-TZVPD basis set", "elements": ["C", "C", "C", "I", "I", "H", "H"], "positions_angstrom": [[0.61288, 0.74269, 0.77762], [0.54247, -0.24799, 0.05565], [-0.15018, -1.54914, -0.83201], [-0.13324, -3.29020, 0.40770], [0.94069, -1.85216, -2.76473], [1.07214, 1.41509, 1.35178], [-1.09462, -1.13822, -0.87667]], "nbo_charge": [-0.24, -0.04, -0.53, 0.21, 0.18, 0.22, 0.20], "e_lumo_ev": -0.745, "relative_energy_kj_mol": 111.70, "multiplicity": 1, "homo_energy_ev": -9.63}

---

No. 15
{"formula": "C3H2I2O", "method": "ωB97M-V with the def2-TZVPD basis set", "elements": ["C", "C", "C", "O", "I", "I", "H", "H"], "positions_angstrom": [[-0.58843, 1.29972, 0.15369], [-0.33197, 0.55017, -0.86878], [0.82686, -1.46119, 0.15829], [1.44793, -2.21350, -0.42676], [-0.16194, 0.39677, -2.84992], [0.48494, -1.37339, 2.30516], [-1.16769, 2.10619, 0.33390], [-0.50970, 0.69523, 1.19442]], "nbo_charge": [-0.52, -0.23, 0.43, -0.49, 0.32, 0.03, 0.23, 0.24], "e_lumo_ev": [-0.927, -1.322], "relative_energy_kj_mol": 296.51, "multiplicity": 1, "homo_energy_ev": [-8.37, -8.25]}

---

No. 16
{"formula": "C3H2IN", "method": "ωB97M-V with the def2-TZVPD basis set", "elements": ["C", "C", "C", "N", "I", "H", "H"], "positions_angstrom": [[2.31379, 2.21070, -1.85542], [0.31045, -0.00808, 0.17027], [1.50462, 0.40870, 0.46166], [2.65851, 2.91186, -2.69145], [3.07615, 0.27299, 1.73054], [-0.34234, -0.60946, 0.77750], [-0.37559, 0.12449, -0.63725]], "nbo_charge": [0.02, -0.54, 0.02, -0.56, 0.48, 0.28, 0.30], "e_lumo_ev": -3.216, "relative_energy_kj_mol": 510.00, "multiplicity": 1, "homo_energy_ev": -9.37}

---

No. 17
{"formula": "C3H2IN2", "method": "ωB97M-V with the def2-TZVPD basis set", "elements": ["C", "C", "C", "N", "N", "I", "H", "H"], "positions_angstrom": [[0.41009, 2.34672, 0.02900], [0.07398, 0.35145, 0.08414], [1.62220, 0.74876, 0.00571], [-0.57769, 1.63117, 0.07841], [1.71885, 2.08762, -0.07564], [3.49979, -0.15766, -0.07857], [-0.23276, -0.33265, -0.86882], [-0.50675, -0.30073, 0.93151]], "nbo_charge": [0.83, -0.35, 0.15, -0.33, -0.47, 0.48, 0.34, 0.35], "e_lumo_ev": -8.155, "relative_energy_kj_mol": 175.63, "charge": 1, "multiplicity": 1, "homo_energy_ev": -14.86}

---

No. 18
{"formula": "C3H2InO4", "method": "ωB97M-V with the def2-TZVPD basis set", "elements": ["O", "C", "O", "O", "C", "C", "O", "In", "H", "H"], "positions_angstrom": [[-2.03345, 1.14086, 0.34392], [-2.43010, 0.35760, 1.14804], [-3.15533, -0.28445, 1.78231], [0.41854, 0.09929, 0.91855], [1.23732, -0.67206, 0.14432], [1.43261, -0.35215, -1.15693], [0.74304, 0.64729, -1.74256], [-0.17038, 1.44049, -0.31058], [1.81217, -1.45957, 0.64396], [2.14558, -0.91730, -1.77104]], "lowdin_charge": [0.08, -0.25, 0.35, -0.17, -0.12, -0.14, -0.15, 1.09, 0.15, 0.16], "e_lumo_ev": [-6.139, -7.041], "relative_energy_kj_mol": 0.00, "charge": 1, "multiplicity": 1, "homo_energy_ev": [-14.27, -12.91]}

---

No. 19
{"formula": "C3H2IrO2", "method": "ωB97M-V with the def2-TZVPD basis set", "elements": ["O", "C", "C", "H", "H", "C", "O", "Ir"], "positions_angstrom": [[0.49523, 1.36239, 1.94514], [-0.68209, 1.50480, 3.01760], [-0.09053, 0.39752, 3.11415], [-1.42257, 2.28711, 3.11005], [0.17262, -0.62618, 3.33632], [0.80664, 0.33320, -0.16317], [0.66101, -0.51541, -0.91324], [0.06154, -2.20143, -2.16710]], "mulliken_spin": [0.69, 0.13, 0.15, 0.00, 0.00, 0.02, 0.00, 4.01], "e_lumo_ev": [-8.612, -12.019], "relative_energy_kj_mol": 200.42, "charge": 2, "multiplicity": 6, "homo_energy_ev": [-17.66, -19.54]}

---

No. 20
{"formula": "C3H2IrO2", "method": "ωB97M-V with the def2-TZVPD basis set", "elements": ["O", "O", "C", "C", "C", "H", "Ir", "H"], "positions_angstrom": [[-0.85365, -0.95506, 0.25614], [0.06173, 0.93867, -0.12545], [0.41965, -1.31385, 0.00822], [1.10475, -0.06851, -0.18100], [-1.02328, 0.39401, 0.24286], [1.93577, 0.16806, 0.49419], [-2.91641, 1.40097, 0.59617], [1.27142, -0.56428, -1.29112]], "mulliken_spin": [-0.05, 0.00, 0.91, 0.09, 0.13, -0.01, 2.92, 0.00], "e_lumo_ev": [-17.063, -19.050], "relative_energy_kj_mol": 258.63, "charge": 3, "multiplicity": 5, "homo_energy_ev": [-28.12, -28.05]}